Entry 1:
The following is a quantum chemistry calculation of a cluster of 2 separate species, C26H36N3O2 in total at a distorted geometry, from OMol25.

```
67
Properties=species:S:1:pos:R:3
C -2.02685 -3.93493 6.98624
O -3.01058 -3.63925 5.96670
C -2.62447 -2.94564 4.86499
C -3.63063 -2.63299 3.90929
C -3.32968 -1.85256 2.81304
C -1.99644 -1.41852 2.54887
C -1.67844 -0.61533 1.40740
C -0.39031 -0.18945 1.11863
C -0.03149 0.60214 0.03235
N 1.21360 1.09129 -0.12373
C 1.58223 1.84553 -1.32879
C 1.42340 1.04434 -2.62348
C 1.81764 1.84697 -3.84223
C 2.81417 1.38112 -4.70432
C 3.25593 2.18775 -5.75613
C 2.66182 3.43773 -5.97831
C 1.62695 3.87721 -5.14307
C 1.19618 3.07538 -4.08200
C 3.03242 2.23115 -1.03485
O 3.76761 2.93787 -1.71979
N 3.37248 1.66039 0.15943
C 4.70299 1.77470 0.70148
C 2.32901 0.87471 0.80698
C 2.07872 1.42087 2.22775
C 2.78245 -0.59888 0.89922
C -0.99718 -1.80836 3.48718
C -1.29214 -2.53006 4.62706
H -2.57373 -4.50986 7.73668
H -1.20271 -4.53537 6.57456
H -1.63124 -3.01077 7.43266
H -4.63352 -3.00251 4.11420
H -4.13757 -1.55778 2.14201
H -2.48926 -0.24539 0.76602
H 0.41219 -0.48507 1.80016
H -0.76998 0.90232 -0.72260
H 0.98231 2.77688 -1.40046
H 2.04281 0.13634 -2.55149
H 0.36906 0.73216 -2.69666
H 3.25707 0.40022 -4.51183
H 4.06771 1.83824 -6.39503
H 3.00104 4.06679 -6.80328
H 1.15337 4.84673 -5.30387
H 0.39676 3.40468 -3.41244
H 5.31901 2.35343 0.00970
H 4.67945 2.27778 1.67672
H 5.14423 0.77933 0.84072
H 2.00223 2.51686 2.19594
H 1.15601 1.02676 2.66131
H 2.91588 1.13412 2.88000
H 3.15768 -0.94605 -0.07516
H 3.58901 -0.67749 1.64230
H 1.97405 -1.26838 1.20858
H 0.04074 -1.51651 3.33541
H -0.49845 -2.76266 5.33780
C -4.73895 -0.28140 -1.97307
C -3.29669 -0.71028 -1.76794
C -2.76835 -1.64970 -2.83265
N -3.13323 -1.32975 -0.43728
H -4.85803 0.26549 -2.91900
H -5.39438 -1.16220 -2.02601
H -5.09967 0.36250 -1.16131
H -2.67289 0.19209 -1.76579
H -2.78170 -1.18610 -3.82737
H -1.74126 -1.96908 -2.61316
H -3.40000 -2.54909 -2.86988
H -2.46458 -2.10388 -0.44388
H -4.02382 -1.67659 -0.06453
```

* LUMO energy: -0.1537 Eh
* F_max: 2.1 eV/A
* E_tot: -1326.8260 hartree
* HOMO energy: -11.05 eV
* molecular weight: 422.59 u
* charge: +1


Entry 2:
The following is a quantum chemistry calculation of a structure of composition C26H36N3ORu at a distorted geometry, from OMol25.

```
67
Properties=species:S:1:pos:R:3
C -1.76258 1.47771 0.72513
C -2.13857 1.02838 -0.58072
C -1.17794 1.47824 -1.51273
C -0.16637 2.22108 -0.80429
C -0.56830 2.29123 0.60183
Ru 0.34595 0.46821 0.38600
C 2.44511 -0.76023 -1.63942
C 2.16707 -0.45674 -0.19867
H 2.35434 -1.31043 0.46699
C 2.31950 0.86349 0.36656
H 2.71130 1.65697 -0.27237
H 2.66420 0.91239 1.40481
C 3.47869 -1.84949 -1.84138
H 3.18676 -2.77178 -1.32586
H 3.61256 -2.07909 -2.90452
H 4.43999 -1.50784 -1.43385
C 2.66335 0.43428 -2.53321
H 1.79565 1.10389 -2.51505
H 3.54935 0.98918 -2.19365
H 2.83235 0.13522 -3.57536
C -3.36981 0.25531 -0.89158
H -3.56918 -0.50897 -0.12734
H -4.25394 0.90924 -0.93452
H -3.29062 -0.25362 -1.86024
C -1.22716 1.28052 -2.98302
H -1.54799 0.26240 -3.23612
H -1.93391 1.97853 -3.45941
H -0.24578 1.44152 -3.44399
C 0.77177 3.20714 -1.41347
H 1.02250 2.93862 -2.44272
H 0.31540 4.20970 -1.43954
H 1.69040 3.27725 -0.82754
C -0.05413 3.26042 1.60174
H 0.92015 3.64116 1.28476
H -0.73818 4.11037 1.73219
H 0.08508 2.76184 2.56734
C -2.58404 1.38249 1.95612
H -1.96898 1.55457 2.84712
H -3.38304 2.13944 1.95561
H -3.05980 0.39723 2.04439
C -0.23168 -1.98343 -1.67590
C 0.84445 -1.57314 -2.35557
C -1.38496 -2.51934 -2.16868
C 0.83437 -1.73242 -3.73813
H 0.35524 -1.55140 -0.68288
C -1.42397 -2.64185 -3.57223
H -2.18435 -2.83403 -1.50324
C -0.32001 -2.25490 -4.34447
H 1.70072 -1.46054 -4.35203
H -2.32251 -3.05122 -4.03728
H -0.35498 -2.37001 -5.42597
C 1.10454 -0.18572 5.66153
N 0.37809 -0.76536 4.54230
C -0.49404 -1.79058 4.72280
C -1.18913 -2.26683 3.65216
C -0.98929 -1.67476 2.39170
N -0.05763 -0.70924 2.20048
C 0.57808 -0.16754 3.30892
O 1.30568 0.83852 3.24267
N -1.78826 -2.02745 1.35865
H 2.18286 -0.25072 5.48490
H 0.84259 -0.74037 6.56317
H 0.83956 0.87009 5.78283
H -0.57980 -2.15232 5.74647
H -1.91355 -3.06648 3.75862
H -2.45604 -2.77727 1.48628
H -1.60720 -1.73151 0.40285
```

* LUMO energy (alpha / beta): -0.1012 / -0.1471 Eh
* F_max: 5.6 eV/A
* 2S+1: 5
* <S²>: 6.0243
* E_tot: -1346.3611 hartree
* HOMO energy (alpha / beta): -8.79 / -11.21 eV
* molecular weight: 507.66 u
* charge: +1


Question: E_tot of number 2 (C26H36N3ORu)?
Answer: -1346.3611 hartree